# 1
DFT (the ωB97M-V functional and the def2-TZVPD basis) results for a molecular structure, C28H33GeO7PSTi.

Properties
multiplicity = 3
E_tot = -5279.48763 hartree
total charge = 0
energy relative to the best compared isomer or geometry (same formula, charge and spin) = 0.0 kcal per mole
gap between HOMO and LUMO (spin up / spin down) = 0.297 / 0.276 hartree
HOMO energy (spin up / spin down) = -8.24 / -9.32 eV
<S²> = 2.0037

The geometry in XYZ format:
```
72
Properties=species:S:1:pos:R:3:forces:R:3:mulliken_charge:R:1
Ti -0.01153 -0.00130 0.16783 -0.4653 0.2406 0.0138 0.769
O 1.17914 0.53113 -1.56088 0.0089 0.0426 0.0391 -0.550
S 2.44505 0.67848 -0.78394 -0.0709 -0.0091 0.0438 1.368
O 3.61904 0.14023 -1.38152 -0.0216 -0.0013 0.0080 -0.670
O 2.07871 0.12439 0.55638 0.0551 -0.0349 0.0129 -0.587
C 2.69229 2.41530 -0.51180 -0.0192 0.0244 0.0101 0.471
C 3.95506 2.91883 -0.77914 -0.0189 0.0648 0.0152 -0.624
C 4.22682 4.25590 -0.52083 -0.0218 -0.0230 0.0027 -0.638
C 3.24163 5.07217 0.01100 0.0312 -0.0324 -0.0175 -0.743
C 1.97797 4.56050 0.27165 0.0070 -0.0491 -0.0116 -0.248
C 1.67739 3.22878 0.00729 0.0107 0.0123 0.0102 -0.797
P -0.01684 2.59532 0.29842 0.0634 -0.0559 -0.0441 2.139
C -0.98903 3.29160 -1.06351 0.0079 -0.0187 -0.0331 0.542
C -0.41165 3.95335 -2.14237 -0.0020 0.0116 0.0197 -0.433
C -1.20854 4.40910 -3.18344 -0.0036 0.0041 -0.0118 -0.699
C -2.57855 4.20253 -3.15236 -0.0056 -0.0073 -0.0106 -0.517
C -3.15687 3.52951 -2.08358 -0.0027 0.0110 -0.0055 -0.922
C -2.36721 3.06811 -1.04523 0.0109 0.0227 0.0163 -0.383
C -0.60472 3.42594 1.79239 0.0118 -0.0341 0.0242 0.492
C -1.19129 4.68993 1.76774 -0.0194 0.0120 -0.0359 -0.352
C -1.62001 5.27454 2.94802 -0.0074 0.0166 -0.0029 -0.757
C -1.47214 4.59886 4.15226 0.0066 -0.0133 0.0080 -0.463
C -0.90162 3.33481 4.17933 -0.0005 0.0261 0.0120 -0.765
C -0.47046 2.74450 3.00125 0.0066 0.0020 -0.0104 -0.636
H 4.71086 2.25910 -1.18014 0.0123 -0.0030 -0.0038 0.578
H 5.21139 4.65224 -0.72873 0.0046 0.0018 0.0012 0.403
H 3.45210 6.11170 0.22420 0.0058 0.0054 -0.0015 0.426
H 1.21489 5.20552 0.68779 -0.0046 0.0025 0.0029 0.410
H 0.65794 4.11402 -2.17888 0.0007 0.0001 -0.0013 0.324
H -0.75396 4.92264 -4.02045 -0.0001 0.0016 -0.0020 0.417
H -3.19724 4.55663 -3.96656 -0.0029 0.0030 -0.0018 0.397
H -4.22328 3.35007 -2.06160 -0.0057 -0.0014 -0.0006 0.450
H -2.82887 2.52518 -0.22961 -0.0056 -0.0013 0.0081 0.352
H -1.33037 5.20570 0.82413 0.0013 -0.0115 0.0224 0.456
H -2.07989 6.25383 2.92727 -0.0011 0.0014 0.0014 0.413
H -1.81705 5.05469 5.07098 -0.0045 0.0015 0.0061 0.392
H -0.80672 2.79888 5.11389 -0.0014 -0.0056 0.0034 0.427
H -0.05181 1.74486 3.01783 -0.0050 0.0009 0.0028 0.345
O -3.93679 0.15591 0.65477 0.0019 -0.0140 0.0057 -0.629
C -2.76628 -0.08583 0.73135 -0.0185 -0.0347 0.0459 0.792
O -1.89575 -0.01591 -0.26592 0.3216 0.0096 0.0598 -0.691
C -2.05419 -0.49687 2.06787 -0.0256 -0.0018 -0.0031 0.601
O -2.65646 -0.78938 3.06119 -0.0030 0.0166 -0.0059 -0.637
O -0.74169 -0.46929 1.92758 0.1369 0.0254 -0.2156 -0.619
C -3.36650 -6.87614 -0.27002 0.0028 -0.0004 -0.0013 -1.311
C -3.18266 -5.40620 0.08206 0.0196 0.0073 0.0023 -0.484
C -1.75505 -4.92341 -0.16355 -0.0195 -0.0532 0.0422 -0.356
C -1.57300 -3.45008 0.20796 0.0088 0.0443 0.0037 -0.874
Ge 0.22449 -2.79128 -0.18310 0.0340 -0.2102 0.0178 0.043
C 1.58450 -3.18580 1.17186 -0.0046 0.0360 0.0051 -0.732
C 1.55542 -4.65234 1.60924 -0.0277 0.0020 0.0295 -0.706
C 1.85861 -5.63325 0.48341 -0.0076 0.0029 -0.0067 -0.144
C 1.82618 -7.08150 0.95055 0.0081 -0.0061 -0.0138 -1.406
H -4.39030 -7.20453 -0.09046 -0.0051 -0.0011 0.0016 0.396
H -2.70468 -7.50704 0.32693 0.0056 -0.0062 0.0042 0.288
H -3.13727 -7.05836 -1.32182 0.0019 -0.0025 -0.0081 0.319
H -3.43941 -5.23784 1.13158 -0.0001 0.0024 0.0042 0.349
H -3.87181 -4.79189 -0.50377 -0.0025 0.0082 -0.0028 0.363
H -1.50113 -5.07826 -1.21761 0.0065 -0.0091 -0.0100 0.406
H -1.06395 -5.54897 0.41417 -0.0473 0.0310 -0.0291 0.001
H -1.76385 -3.28731 1.27172 -0.0158 -0.0016 -0.0035 0.427
H -2.27939 -2.82862 -0.34775 -0.0134 -0.0236 0.0173 0.505
H 0.64517 -3.07021 -1.63760 0.0167 0.0083 -0.0391 0.000
H 1.38173 -2.52339 2.01588 0.0241 -0.0198 -0.0104 0.365
H 2.55788 -2.90740 0.76328 -0.0023 -0.0110 0.0189 0.526
H 0.57814 -4.88886 2.04707 0.0379 0.0039 -0.0161 0.247
H 2.28572 -4.79570 2.41242 -0.0063 -0.0032 0.0039 0.530
H 2.83730 -5.39737 0.05521 0.0075 -0.0002 0.0001 0.456
H 1.13531 -5.50065 -0.33017 0.0182 0.0035 0.0032 0.177
H 2.55830 -7.25254 1.74179 0.0047 -0.0009 0.0067 0.361
H 2.04683 -7.77077 0.13545 0.0023 -0.0067 -0.0024 0.370
H 0.84323 -7.33998 1.34986 -0.0151 -0.0024 0.0061 0.283
```
Positions in Å, forces in eV/Å.



# 2
DFT (the ωB97M-V functional and the def2-TZVPD basis) results for 2 unconnected molecules or ions with the total composition C28H33N2O2.

Properties
E_tot = -1346.46024 hartree
total charge = +1
energy relative to the best compared isomer or geometry (same formula, charge and spin) = 0.0 kcal per mole
gap between HOMO and LUMO = 0.227 hartree
HOMO energy = -11.05 eV

The geometry in XYZ format:
```
65
Properties=species:S:1:pos:R:3:forces:R:3:mulliken_charge:R:1
C -2.95513 -4.90205 4.74189 0.2995 0.0313 -0.0193 -0.795
O -1.60673 -4.38627 4.81852 0.1531 0.4304 -0.8365 -0.432
C -1.08950 -3.72759 3.74711 -0.4277 -0.0315 -0.0078 0.864
C 0.13693 -3.04193 3.93920 -0.4094 -0.1425 -0.0296 -0.945
C 0.65083 -2.24710 2.93523 -0.1077 -0.0013 -0.0738 -0.216
C 0.02479 -2.16372 1.66466 0.0154 -0.1432 0.0844 -0.366
C 0.52538 -1.28517 0.60582 -0.3188 -0.4345 -0.5694 -0.128
C 1.16402 -0.07288 0.96190 0.0558 0.7904 -0.1192 0.345
C 1.76472 0.82707 0.08815 1.3667 -1.5172 0.6275 -0.727
C 2.69815 1.85878 0.49269 0.0178 0.7516 0.2635 0.597
C 3.42360 2.56222 -0.50363 -0.2976 -0.2602 0.2782 -0.361
C 4.30236 3.58270 -0.16152 0.0783 -0.0848 0.1737 -0.699
C 4.49954 3.91558 1.18748 -0.2894 -0.2907 -0.2436 -0.429
C 3.81126 3.21297 2.18592 -0.1579 -0.2967 0.0034 -0.798
C 2.91891 2.19277 1.85056 0.2211 0.2407 -0.3288 -0.268
C 0.37386 -1.69797 -0.78346 -0.2154 -0.2715 -0.1632 0.130
C 0.47842 -3.06629 -1.16126 0.0311 0.1298 0.1822 -0.426
C 0.40595 -3.46049 -2.47946 -0.1596 0.2575 -0.3656 -0.986
C 0.17883 -2.50014 -3.49661 -0.1137 0.1273 -0.1967 0.707
O 0.03875 -2.96926 -4.76551 0.0761 0.6662 0.7754 -0.450
C -0.30817 -2.02551 -5.80243 0.1575 -0.2295 0.2215 -0.784
C 0.07354 -1.13111 -3.14924 -0.1162 -0.5786 -0.1138 -1.275
C 0.12336 -0.76874 -1.81294 0.3909 0.3275 -0.2859 0.159
C -1.14755 -2.93163 1.46546 0.0917 0.0569 -0.0752 -0.024
C -1.72564 -3.67295 2.48435 0.2262 0.0219 0.4563 -0.847
H -3.11097 -5.37507 5.71211 -0.0627 0.0556 -0.2224 0.252
H -3.68558 -4.09281 4.59746 0.2880 -0.1448 0.0245 0.355
H -3.05991 -5.64577 3.93989 0.1011 0.1602 0.2444 0.317
H 0.63026 -3.13275 4.90388 -0.0896 0.0554 -0.1908 0.438
H 1.57607 -1.69582 3.11072 -0.2319 -0.2198 -0.0094 0.528
H 1.17396 0.16381 2.03103 0.0739 -0.1307 -0.4351 0.517
H 1.76897 0.63392 -0.98261 -0.1238 -0.0038 0.3070 0.474
H 3.28095 2.27599 -1.54910 0.0269 0.1851 0.2952 0.427
H 4.84878 4.10782 -0.94696 -0.1655 -0.1381 0.2866 0.399
H 5.19343 4.71214 1.45764 -0.2053 -0.2307 -0.0693 0.402
H 3.98069 3.44574 3.23926 -0.0466 -0.0178 -0.3657 0.409
H 2.39834 1.63513 2.63138 0.2102 0.3327 -0.1644 0.353
H 0.64070 -3.82255 -0.39237 0.0614 0.2083 -0.2050 0.598
H 0.50335 -4.50578 -2.76549 -0.0335 0.2318 0.0782 0.465
H -0.36503 -2.63308 -6.70354 -0.0165 0.1735 0.0442 0.256
H -1.27867 -1.55307 -5.60159 0.2034 -0.1586 0.0163 0.348
H 0.46496 -1.25407 -5.91430 -0.1357 -0.2312 0.0172 0.315
H -0.07956 -0.37237 -3.92140 -0.0601 -0.2923 0.4078 0.390
H -0.07924 0.27053 -1.55763 0.1177 -0.3325 -0.1561 1.146
H -1.64206 -2.91885 0.49439 0.1289 0.1219 0.2248 0.444
H -2.66945 -4.19544 2.31563 0.3959 0.2088 0.0142 0.332
N -2.25910 0.12798 -0.65362 0.1608 -0.4096 0.4864 -0.317
C -2.68238 1.42404 -1.13712 -0.3256 0.1519 -0.1083 -1.280
C -1.91308 2.53738 -0.45134 -0.5059 0.0357 0.3840 0.294
C -2.17631 3.91628 -1.06373 0.1908 -0.1433 -0.1823 -0.811
C -0.88780 4.71189 -0.78543 -0.1328 0.0594 0.3172 -0.585
C 0.18157 3.65590 -0.45306 0.6045 0.3347 0.1588 -0.416
N -0.46801 2.34906 -0.52785 -0.1725 -0.2046 -0.2226 0.195
H -2.29952 0.03739 0.35932 -0.3326 0.0358 -0.2416 0.180
H -2.74700 -0.64600 -1.09100 -0.0421 0.1746 0.1737 0.243
H -2.47778 1.46380 -2.21648 -0.0756 0.0341 0.1575 0.432
H -3.75837 1.60060 -0.97109 0.1484 0.1043 -0.2165 0.347
H -2.22595 2.53538 0.61351 -0.0377 0.1509 -0.1858 0.263
H -2.30261 3.80859 -2.14883 -0.1072 -0.0239 0.1905 0.331
H -3.07966 4.37934 -0.65237 0.2251 -0.0550 -0.1345 0.395
H -0.59187 5.31815 -1.64702 -0.1092 -0.0241 0.2512 0.298
H -1.02088 5.36808 0.08229 0.0051 0.0043 -0.2835 0.272
H 1.01485 3.70528 -1.16592 -0.1583 -0.0302 0.0961 0.224
H 0.62659 3.83537 0.54160 -0.1970 0.0298 -0.2446 0.186
H -0.18317 1.72259 0.21688 -0.1425 0.3931 -0.1755 -0.259
```
Positions in Å, forces in eV/Å.



# 3
DFT (the ωB97M-V functional and the def2-TZVPD basis) results for 2 unconnected molecules or ions with the total composition C28H33N3O2.

Properties
E_tot = -1400.77573 hartree
total charge = 0
energy relative to the best compared isomer or geometry (same formula, charge and spin) = 484.5 kcal per mole
gap between HOMO and LUMO = 0.313 hartree
HOMO energy = -8.18 eV

The geometry in XYZ format:
```
66
Properties=species:S:1:pos:R:3:forces:R:3:mulliken_charge:R:1
C -4.13730 -2.39899 -1.02515 -1.1167 -4.9104 -3.2531 -0.899
N -4.31625 -1.49706 -0.03404 -2.6754 2.0741 1.8639 0.410
C -3.42186 -1.02873 0.89742 -1.1163 -4.0296 -2.1066 0.596
O -3.84585 -0.43887 1.83712 0.8978 1.8530 2.0532 -0.648
C -2.14861 -1.77254 0.64488 -0.3946 1.4222 6.9104 0.099
C -1.59407 -2.23694 1.95703 2.7671 -0.4357 -3.5062 -1.385
C -0.27924 -2.55298 2.04331 2.7925 2.5386 -6.7649 -0.899
C 0.54745 -2.10469 0.62189 -0.0106 -3.2744 3.8783 0.196
C -0.12491 -1.58150 -0.47315 7.5082 -1.6216 0.6006 -0.441
C -1.38812 -1.38361 -0.35466 -6.7503 3.4962 -3.7150 1.082
H -1.95886 -0.69335 -1.18869 1.4993 -2.1151 1.9358 0.027
H 0.37779 -1.31051 -1.38494 0.4163 0.0153 -0.1033 0.441
O 1.92731 -2.54212 0.70774 -1.6658 3.8604 -0.9061 -0.562
C 2.79625 -1.42408 0.11719 -4.0777 -3.1394 -6.5469 2.348
C 3.87728 -1.05640 0.89196 -2.8058 -1.7219 10.3166 -0.875
C 5.03530 -0.60809 0.32020 7.2484 0.6968 -2.1910 -0.604
N 4.83577 -0.30813 -1.09103 1.2264 8.1169 2.1514 0.058
C 4.11698 -1.20731 -1.88042 -0.7493 10.2239 -4.0270 -1.130
C 3.49935 -2.09637 -1.19693 -10.2288 -9.8882 6.7600 -0.308
H 4.03935 -2.94085 -0.66985 0.0094 0.7888 -1.1250 0.196
H 2.57550 -2.67832 -1.83362 2.5794 1.4344 1.6795 0.228
H 4.79763 -1.56896 -2.41517 5.3396 -3.3985 -5.4753 0.622
H 3.45635 -0.54782 -2.59382 0.7839 -1.3409 1.1610 0.260
C 4.48988 1.29087 -1.25550 4.2396 -3.3279 -6.3112 -1.153
H 4.87863 1.58372 -2.70529 -0.3916 -0.9067 3.9594 0.211
C 3.20083 1.83998 -1.34185 -3.0889 0.7102 2.6999 -1.076
C 2.50978 1.70214 0.03476 2.8387 3.9543 -1.5862 0.898
C 1.21331 1.65717 0.18819 -7.7694 -4.9592 0.8131 0.862
C 0.50127 1.50073 1.57950 14.2211 3.7098 -3.9216 -0.966
C 1.33431 1.95575 2.62943 -0.8025 0.0899 -3.3117 -1.009
C 2.61690 2.53297 2.33461 -2.1704 -3.2205 -2.5963 -0.985
C 3.16840 2.34450 1.00939 2.9282 2.3037 7.0868 -0.173
H 4.24926 2.75017 1.03877 -1.7054 -0.9325 -0.8997 0.040
H 3.14612 2.66807 3.20652 1.7817 1.3310 1.3538 0.420
H 0.80995 1.95832 3.53951 0.2119 0.1928 1.6637 0.451
H -0.39999 1.41070 1.62249 -10.3236 -1.6673 0.6061 1.369
H 0.62305 1.15997 -0.79811 1.0941 1.7245 2.6684 -0.500
H 2.45547 1.27122 -1.72686 -1.5553 -1.8199 -3.4203 0.555
H 3.15804 2.87871 -1.71669 0.1054 -0.5801 0.2710 0.400
H 5.09790 1.94923 -0.68691 1.2008 -0.2727 0.5852 0.465
H 5.89146 -1.48838 0.26388 -1.7635 2.0770 0.6441 0.249
H 5.48256 0.30593 0.95232 -0.6462 -2.0226 -1.8586 0.265
H 4.07201 -1.91498 1.69567 -0.2056 1.0557 -1.8848 0.348
H 3.45633 -0.37782 1.67651 0.4327 0.3761 -0.5141 -0.022
H 2.10852 -0.57675 -0.33359 1.3531 -1.7259 1.5029 -1.226
H 0.46839 -2.90975 2.72211 -0.4895 -0.2063 0.8178 0.504
H -2.03268 -2.44994 2.84107 -2.8496 -0.1847 2.2820 0.611
C -5.62154 -0.96840 -0.02244 -3.0819 6.5165 0.6818 -0.965
H -6.50767 -1.45598 -0.40549 0.5802 -1.5046 0.1808 0.380
H -6.05643 -0.35629 0.99118 1.9700 -2.2740 -2.4076 0.294
C -5.73859 0.37796 -1.13159 2.2208 -2.5354 0.2183 -1.194
C -4.57275 1.28159 -0.87434 1.4194 -1.6424 -2.6049 0.698
N -3.35678 1.14852 -1.71520 -9.7757 -3.4806 0.6621 -0.366
C -2.40074 1.73715 -1.28680 8.2165 3.6244 -1.4649 0.220
C -2.25102 2.66096 -0.23078 -1.9954 3.4044 5.4736 -0.382
C -3.42599 2.98492 0.69191 1.1207 -10.3007 -12.0846 -1.037
C -4.62793 2.07943 0.16740 0.7800 5.4991 6.3422 -0.363
H -5.55819 2.24236 0.91660 1.8601 -0.9218 -2.3064 0.120
H -3.40766 3.67907 1.33098 -0.1248 5.0556 5.1895 0.819
H -1.31242 3.27531 0.10476 -1.4848 -1.6595 -1.4691 0.337
H -1.58077 1.59091 -2.15938 -0.5035 0.8198 2.6430 0.299
H -6.65512 0.86654 -0.89814 -0.8114 0.2245 -0.2391 0.543
H -5.63382 -0.06258 -2.15977 -0.5396 0.6025 0.8450 0.343
H -5.20846 -3.07258 -1.15856 3.0587 1.7065 0.2986 0.258
H -3.31048 -3.13339 -0.82185 -0.9431 0.7002 -0.2076 0.337
H -3.94056 -1.93985 -2.00574 -0.0891 -0.1780 0.0092 0.303
```
Positions in Å, forces in eV/Å.